ORCA calculation (ωB97M-V/def2-TZVPD) on a 18-piece molecular cluster, C29H65Cl2FN19O38 overall in a non-equilibrium geometry.

CARTESIAN COORDINATES (ANGSTROEM)
1 Cl -4.43393 3.64670 -0.34939
2 Cl -1.52221 2.05222 3.42231
3 F 0.10474 0.67519 0.27507
4 O 3.73971 -7.55236 -3.11275
5 O -3.67272 8.82835 -6.69037
6 O -4.30143 -1.55330 -3.93868
7 O 0.83939 6.97125 -0.35439
8 O -4.62717 -3.36905 -2.85849
9 O -7.66451 10.64280 -10.01880
10 O 2.92154 3.49781 0.89236
11 O -2.93851 6.58547 0.08270
12 O 4.53982 -0.84737 -6.36932
13 O -0.91682 -6.64115 -4.29522
14 O 0.35518 3.85420 3.73346
15 O -3.71498 6.19852 3.32869
16 O 1.63938 -2.70701 -0.87752
17 O -1.63124 -7.03330 -2.31096
18 O -2.66466 -2.74277 13.78429
19 O -1.59244 -1.15661 3.42629
20 O 4.56414 -6.73753 1.09042
21 O -1.63378 -2.20439 10.11541
22 O -0.46626 -1.82573 -4.06493
23 O -1.00668 -2.10786 14.99301
24 O 2.87114 -1.22067 -1.80064
25 O -3.56753 -0.98745 4.23579
26 O 1.11573 8.27300 1.32255
27 O -7.26744 11.83553 -8.27728
28 O 3.02303 -7.01035 2.54616
29 O 4.82687 -5.82297 -2.46583
30 O -5.18897 6.02874 4.87826
31 O 6.22376 -10.30189 5.59210
32 O 3.68578 -11.46817 -1.03470
33 O -2.39521 7.52752 -5.56002
34 O 4.85957 3.47242 -0.00226
35 O 4.42507 -2.48777 -4.99458
36 O 5.30340 -11.20773 -2.42323
37 O 5.07149 5.86679 -4.18476
38 O -3.26356 8.10032 -1.55398
39 O 6.71981 -10.27390 3.50232
40 O -1.14822 -1.69574 8.08777
41 O 5.44943 6.68159 -2.23381
42 N -1.68172 -6.46247 -3.37817
43 N 3.39905 -6.85084 1.41007
44 N 4.09597 3.16622 0.87175
45 N -1.52362 -2.83126 14.17490
46 N 4.12803 -11.31311 -2.14816
47 N -4.83101 6.36799 3.78212
48 N -3.19866 8.42617 -5.65234
49 N -4.99540 -2.30345 -3.28801
50 N 5.60674 5.85282 -3.10420
51 N -6.95199 11.03025 -9.12311
52 N 2.56105 -2.37512 -1.59429
53 N 6.00792 -10.00252 4.44035
54 N 1.50651 7.43215 0.55766
55 N -2.98516 1.60121 -0.71227
56 N 3.93507 -1.57210 -5.62104
57 N -2.42830 -1.39454 4.27081
58 N 4.63575 -7.01985 -2.49763
59 N -2.99157 2.77035 -0.12758
60 N -1.73121 -1.50939 9.13981
61 C 4.62486 2.34222 1.99454
62 C -0.18788 3.11114 2.94999
63 C 3.14336 -11.23784 -3.26289
64 C -2.11837 4.59443 1.11527
65 C -5.57210 10.47776 -9.03842
66 C 5.56419 -7.87593 -1.71812
67 C -2.76570 -5.46508 -3.57275
68 C -2.58830 7.69279 -0.63109
69 C -1.92219 0.93407 -0.57174
70 C -1.67204 -0.16585 -2.73843
71 C -0.35179 -0.66657 -3.27603
72 C -0.95844 2.52478 0.70563
73 C 0.16881 2.96748 1.50880
74 C -2.02881 3.27847 0.55834
75 C 2.35097 -6.79496 0.35794
76 C -5.83493 7.05164 2.91894
77 C -0.92547 1.40415 0.14821
78 C 4.76800 -9.23448 4.14027
79 C -3.62987 9.07321 -4.38253
80 C -1.81019 -0.35056 -1.22077
81 C 2.48565 -1.28694 -5.43806
82 C -6.39550 -1.87535 -3.01793
83 C -2.63432 -0.32716 9.21119
84 C -1.93792 5.58895 -0.01903
85 C -0.69767 -3.92281 13.58830
86 C 6.52725 4.71698 -2.82141
87 C 2.89648 6.92879 0.73286
88 C -2.01250 -2.23687 5.42493
89 C 3.34083 -3.45685 -2.26355
90 H -0.98645 -0.88902 -0.82272
91 H -6.88271 -1.73875 -3.97716
92 H -3.36234 -5.79623 -4.41596
93 H 5.26121 -8.90371 -1.84290
94 H -4.34456 9.85084 -4.61803
95 H -1.18671 -4.86271 13.81826
96 H 4.99790 1.41724 1.56815
97 H 2.01176 -1.35584 -6.41112
98 H 2.48809 -10.39768 -3.05876
99 H 3.68604 -11.09572 -4.18721
100 H 4.23641 -9.06552 5.06670
101 H 2.06651 -2.01170 -4.75543
102 H 2.64406 -4.01611 -2.87892
103 H -1.20108 -1.72950 5.91210
104 H -2.71209 -0.87627 -1.05155
105 H 1.81034 -7.73244 0.38753
106 H 0.93571 2.24512 1.48291
107 H -6.15479 7.94662 3.44069
108 H -1.72353 0.87357 -2.96718
109 H -2.85925 -2.35513 6.08370
110 H 2.95842 6.50108 1.72837
111 H 4.17699 -9.82833 3.45176
112 H -2.74635 9.48282 -3.90909
113 H 5.94604 3.80554 -2.90294
114 H 3.82148 2.15794 2.69508
115 H 6.56246 -7.71610 -2.11132
116 H -3.07587 -0.29735 10.19811
117 H 0.29048 -3.87888 14.02562
118 H 3.76277 -4.08358 -1.49157
119 H -3.35350 -5.42244 -2.67023
120 H -2.29633 -4.50983 -3.78043
121 H 3.09222 6.18702 -0.02962
122 H -6.88054 -2.64705 -2.43603
123 H -2.09898 5.07790 -0.94636
124 H 4.11306 -3.00867 -2.86363
125 H -2.03071 0.55370 9.02177
126 H -1.34083 4.75555 1.81372
127 H -4.88221 11.31036 -9.11741
128 H 2.82473 -6.64745 -0.60150
129 H 3.56136 7.78009 0.63406
130 H -2.48647 -0.59505 -3.26018
131 H -6.34825 -0.93916 -2.47236
132 H 7.32039 4.73874 -3.56043
133 H 0.55485 3.88848 1.14672
134 H 5.50215 -7.57064 -0.67830
135 H -5.43240 9.77606 -9.84927
136 H -5.36430 7.29379 1.97460
137 H 2.58993 -12.17043 -3.26850
138 H -1.68699 8.15591 -0.26972
139 H 2.40946 -0.28110 -5.03942
140 H -3.39196 -0.44908 8.44381
141 H 5.06474 -8.29748 3.68347
142 H 1.69482 -5.96667 0.60008
143 H 5.42788 2.90504 2.45763
144 H 0.32173 -0.90963 -2.49191
145 H -5.47533 9.98697 -8.07687
146 H -4.07431 8.30621 -3.76524
147 H -3.04120 4.75515 1.60897
148 H 6.92085 4.84085 -1.82202
149 H -0.66027 -3.75578 12.51683
150 H -1.69001 -3.19218 5.02309
151 H 0.09132 0.09434 -3.87761
152 H -1.14475 -1.70829 -4.72238
153 H -6.66554 6.36722 2.78468
154 H -0.94403 5.98886 -0.07431

Cartesian forces (eV/Å) of the 3 atoms listed first:
Cl -0.067 -0.080 -0.075
Cl 0.025 -0.015 0.418
F 2.640 -2.022 0.244

## Properties
Net charge ... +1
F_max ... 5.87 eV/A
LUMO energy ... -0.1524 hartree
HOMO level ... -11.9 eV
Kohn-Sham gap ... 7.784 eV

Atom charges from the Löwdin analysis, given in e for atoms 1 to 5: atom 1 (Cl): 0.930, atom 2 (Cl): 0.824, atom 3 (F): 0.234, atom 4 (O): 0.073, atom 5 (O): 0.059